[1]
This record from OMol25 describes 2 unconnected molecules or ions with the total composition C2H5NO4. The level of theory is ωB97M-V/def2-TZVPD.

```
12
Properties=species:S:1:pos:R:3
O -1.3251 -1.2687 0.4489
C -1.9079 -0.2315 0.2119
O -3.2607 -0.1958 -0.0838
O -1.3353 0.9604 0.1207
H -3.6153 0.6038 -0.5288
H -0.3076 1.0137 -0.0322
N 1.9016 -0.8417 -0.1147
C 2.0455 0.4791 0.1069
O 1.1060 1.2915 0.1389
H 2.6259 -1.5255 -0.0820
H 1.0106 -1.1574 -0.3936
H 3.0623 0.8720 0.2078
```

Results
HOMO energy in eV: -10.49

Per-atom Löwdin charges, elementary charge units: atom 1 (O): 0.08, atom 2 (C): -0.63, atom 3 (O): 0.09, atom 4 (O): 0.07, atom 5 (H): 0.13, atom 6 (H): 0.05, atom 7 (N): 0.17, atom 8 (C): -0.30, atom 9 (O): 0.01, atom 10 (H): 0.11, atom 11 (H): 0.08, atom 12 (H): 0.14



[2]
This record from OMol25 describes 2 unconnected molecules or ions with the total composition C2H5NO4. The level of theory is ωB97M-V/def2-TZVPD.

```
12
Properties=species:S:1:pos:R:3
C -1.2491 0.0443 -0.8282
C -0.1959 -0.4432 0.0621
N 1.1077 1.1466 0.3987
O 0.8187 2.3015 0.2156
O 2.1921 0.5982 0.5266
O 0.7536 -1.2405 -0.5057
O -0.5190 -0.6687 1.3231
H -2.2448 -0.3173 -0.2431
H -1.2864 1.1210 -0.8837
H -1.2938 -0.3797 -1.8702
H 1.6328 -1.0520 0.0493
H 0.2842 -1.1103 1.7554
```

Results
Expectation value of S²: 2.008
Spin multiplicity: 3
HOMO energy (spin up / spin down) in eV: -6.46 / -10.62

Per-atom Löwdin charges, elementary charge units: atom 1 (C): 0.01, atom 2 (C): -0.53, atom 3 (N): -0.33, atom 4 (O): 0.06, atom 5 (O): -0.04, atom 6 (O): 0.04, atom 7 (O): 0.12, atom 8 (H): 0.15, atom 9 (H): 0.07, atom 10 (H): 0.11, atom 11 (H): 0.15, atom 12 (H): 0.18



[3]
This record from OMol25 describes a molecular structure, C2H5NO6S2. The level of theory is ωB97M-V/def2-TZVPD.

```
16
Properties=species:S:1:pos:R:3
C 0.4032 -1.3993 -1.6816
C -0.7116 -1.4779 -0.5707
N -1.4165 -0.2528 -0.5165
O -0.2226 0.5660 2.8209
O -0.4936 1.9955 -1.2658
O 2.1239 0.9861 2.5646
O 0.5542 2.7196 1.9496
O 0.7240 0.7928 0.5469
O -1.7862 1.7314 0.7080
S 0.7912 1.3074 2.0876
S -0.8235 1.0960 -0.1274
H 0.9236 -0.4987 -1.4353
H 1.2016 -2.1222 -1.5370
H 0.1522 -1.2777 -2.7695
H -1.3030 -2.3206 -1.0336
H -0.1169 -1.8456 0.2599
```

Results
HOMO energy in eV: -0.47
Total charge: -2

Per-atom Löwdin charges, elementary charge units: atom 1 (C): -0.15, atom 2 (C): -0.39, atom 3 (N): -0.24, atom 4 (O): -0.37, atom 5 (O): -0.40, atom 6 (O): -0.38, atom 7 (O): -0.36, atom 8 (O): -0.41, atom 9 (O): -0.35, atom 10 (S): 0.30, atom 11 (S): 0.46, atom 12 (H): 0.02, atom 13 (H): 0.04, atom 14 (H): 0.07, atom 15 (H): 0.08, atom 16 (H): 0.08



[4]
This record from OMol25 describes a single C2H5NOS molecule. The level of theory is ωB97M-V/def2-TZVPD.

```
10
Properties=species:S:1:pos:R:3
C -1.3020 -0.4173 -0.0306
N 0.0043 0.2180 -0.1888
S 0.0485 1.9681 -0.0815
C 1.2492 -0.4135 -0.1459
O 2.2805 0.3111 -0.0324
H -1.5152 -0.5847 1.1657
H -2.2230 0.3046 -0.3722
H -1.2662 -1.5563 -0.6429
H 1.3976 1.6318 0.2224
H 1.3261 -1.4618 0.1063
```

Results
HOMO energy in eV: -8.64

Per-atom Löwdin charges, elementary charge units: atom 1 (C): -0.19, atom 2 (N): -0.57, atom 3 (S): 0.75, atom 4 (C): -0.31, atom 5 (O): -0.10, atom 6 (H): 0.11, atom 7 (H): 0.10, atom 8 (H): 0.15, atom 9 (H): -0.08, atom 10 (H): 0.13



[5]
This record from OMol25 describes 2 unconnected molecules or ions with the total composition C2H5NOS. The level of theory is ωB97M-V/def2-TZVPD.

```
10
Properties=species:S:1:pos:R:3
C 1.9275 0.7756 -0.8058
C 1.3615 -0.0188 0.1012
N -2.2398 -0.7392 -0.4131
O -2.8126 -0.3627 2.0031
S -3.1528 -0.9679 0.7569
H -1.4352 -0.1376 -0.3054
H 2.9471 0.9494 -0.9084
H 1.2944 1.3545 -1.5030
H 1.8469 -0.8253 0.7927
H 0.2630 -0.0280 0.2818
```

Results
HOMO energy in eV: -10.38

Per-atom Löwdin charges, elementary charge units: atom 1 (C): -0.07, atom 2 (C): -0.08, atom 3 (N): -0.30, atom 4 (O): -0.51, atom 5 (S): 0.82, atom 6 (H): -0.03, atom 7 (H): 0.02, atom 8 (H): 0.06, atom 9 (H): 0.09, atom 10 (H): 0.01



[6]
This record from OMol25 describes 2 unconnected molecules or ions with the total composition C2H5NOS. The level of theory is ωB97M-V/def2-TZVPD.

```
10
Properties=species:S:1:pos:R:3
C 0.4103 -0.6045 -0.7494
C 0.6548 -0.1841 0.6554
N -0.4393 -0.9720 0.2670
O -2.7282 0.9877 -0.6005
S -2.0102 -1.0216 0.5505
H 0.2453 0.1506 -1.4702
H 1.0514 -1.4211 -1.0568
H 1.6348 -0.6869 0.9667
H 0.5973 0.8542 1.1344
H -3.7178 1.1294 -0.5617
```

Results
HOMO energy (spin up / spin down) in eV: -9.14 / -8.76

Per-atom Löwdin charges, elementary charge units: atom 1 (C): -0.18, atom 2 (C): -0.17, atom 3 (N): -0.60, atom 4 (O): -0.39, atom 5 (S): 0.87, atom 6 (H): 0.11, atom 7 (H): 0.11, atom 8 (H): 0.13, atom 9 (H): 0.14, atom 10 (H): -0.02



[7]
This record from OMol25 describes a single C2H5NOS molecule. The level of theory is ωB97M-V/def2-TZVPD.

```
10
Properties=species:S:1:pos:R:3
C -1.5227 0.6895 0.0939
S -0.9611 -1.0160 -0.2304
N 0.6810 -0.9614 0.2635
C 1.6547 -0.2533 -0.4221
O 2.7579 -0.0307 0.0424
H -0.9523 1.4373 -0.4748
H -2.5224 0.6597 -0.2077
H -1.4318 0.7617 1.1648
H 0.9990 -1.4123 1.1406
H 1.2977 0.1253 -1.3702
```

Results
HOMO energy in eV: -9.33

Per-atom Löwdin charges, elementary charge units: atom 1 (C): -0.37, atom 2 (S): 0.82, atom 3 (N): -0.35, atom 4 (C): -0.42, atom 5 (O): 0.02, atom 6 (H): 0.05, atom 7 (H): 0.00, atom 8 (H): 0.03, atom 9 (H): 0.12, atom 10 (H): 0.11



[8]
This record from OMol25 describes a single C2H5NOS molecule. The level of theory is ωB97M-V/def2-TZVPD.

```
10
Properties=species:S:1:pos:R:3
C -0.1923 1.2144 1.1016
S -0.7887 0.4406 -0.4295
C -0.1194 -1.1588 -0.1945
N 0.5606 -1.7970 -1.0697
O 0.8254 -1.0780 -2.2086
H 0.8739 1.2954 1.0156
H -0.5949 2.2642 1.1569
H -0.5852 0.6988 2.0220
H -0.2857 -1.6445 0.7119
H 0.3064 -0.2353 -2.1056
```

Results
HOMO energy in eV: -9.32

Per-atom Löwdin charges, elementary charge units: atom 1 (C): -0.39, atom 2 (S): 0.86, atom 3 (C): -0.50, atom 4 (N): -0.06, atom 5 (O): -0.10, atom 6 (H): 0.03, atom 7 (H): 0.05, atom 8 (H): 0.06, atom 9 (H): 0.06, atom 10 (H): 0.01



[9]
This record from OMol25 describes a single C2H5NOS molecule. The level of theory is ωB97M-V/def2-TZVPD.

```
10
Properties=species:S:1:pos:R:3
C 0.9514 0.7011 -0.0408
C 0.4006 -0.7005 0.0451
N -0.8747 -1.0195 -0.1701
O -3.4035 0.0274 0.0310
S -2.0441 0.4482 -0.1385
H 2.0674 0.5411 0.1575
H 0.7528 0.9434 -1.1459
H 0.4439 1.4508 0.5140
H 0.5515 -1.0581 1.0937
H 1.1547 -1.3338 -0.3459
```

Results
HOMO energy (spin up / spin down) in eV: -9.32 / -9.57

Per-atom Löwdin charges, elementary charge units: atom 1 (C): -0.14, atom 2 (C): -0.54, atom 3 (N): -0.15, atom 4 (O): -0.55, atom 5 (S): 0.92, atom 6 (H): 0.10, atom 7 (H): 0.10, atom 8 (H): 0.03, atom 9 (H): 0.14, atom 10 (H): 0.10



[10]
This record from OMol25 describes 2 unconnected molecules or ions with the total composition C2H5NOS. The level of theory is ωB97M-V/def2-TZVPD.

```
10
Properties=species:S:1:pos:R:3
C 1.7519 -0.3594 0.2973
C -2.3585 0.7259 0.2651
N 0.7207 -1.1201 0.0929
O -2.2240 0.1966 -0.7830
S 2.4571 0.4051 -1.0538
H -3.0119 1.6271 0.3573
H -1.7540 0.6419 1.2760
H 0.6419 -1.9133 0.6908
H 0.2829 -1.2230 -0.7943
H 3.4940 1.0192 -0.3484
```

Results
Expectation value of S²: 2.006
Spin multiplicity: 3
HOMO energy (spin up / spin down) in eV: -6.69 / -8.11

Per-atom Löwdin charges, elementary charge units: atom 1 (C): -0.64, atom 2 (C): -0.28, atom 3 (N): -0.06, atom 4 (O): 0.05, atom 5 (S): 0.67, atom 6 (H): 0.09, atom 7 (H): 0.13, atom 8 (H): 0.08, atom 9 (H): 0.07, atom 10 (H): -0.11



[11]
This record from OMol25 describes a molecular structure, C2H5NOS3. The level of theory is ωB97M-V/def2-TZVPD.

```
12
Properties=species:S:1:pos:R:3
C -0.6162 -1.5602 1.0550
C -0.1417 0.1510 -0.8568
H 1.0999 -0.2971 0.1645
H -1.2551 -1.7254 1.9193
H 0.9861 2.1131 -1.2181
H -0.2969 1.1299 0.9800
H -0.7081 -0.6812 -0.4536
N 0.0432 1.1199 0.0205
O 0.7301 2.2629 -0.2791
S 0.4818 -0.2520 1.3572
S -0.7544 -2.4642 -0.2795
S 0.4312 0.2032 -2.4095
```

Results
HOMO energy in eV: -8.22

Per-atom Löwdin charges, elementary charge units: atom 1 (C): -0.99, atom 2 (C): -0.91, atom 3 (H): 0.00, atom 4 (H): 0.02, atom 5 (H): 0.04, atom 6 (H): 0.03, atom 7 (H): -0.15, atom 8 (N): -0.42, atom 9 (O): 0.00, atom 10 (S): 0.97, atom 11 (S): 0.69, atom 12 (S): 0.73



[12]
This record from OMol25 describes 2 unconnected molecules or ions with the total composition C2H5NP2. The level of theory is ωB97M-V/def2-TZVPD.

```
10
Properties=species:S:1:pos:R:3
C 0.4689 1.4447 1.1154
C -0.5862 2.3233 1.5150
N 0.4357 -2.9963 -2.0692
P 1.4512 0.3552 0.5765
P -0.6899 -3.1036 -0.9099
H -0.3705 3.1284 2.2736
H -0.8204 2.7052 0.4876
H -1.4563 1.7367 1.9724
H 1.3599 -2.8719 -1.8489
H 0.2076 -2.7217 -3.1125
```

Results
HOMO energy (spin up / spin down) in eV: -7.10 / -7.11

Per-atom Löwdin charges, elementary charge units: atom 1 (C): -0.76, atom 2 (C): -0.24, atom 3 (N): -0.48, atom 4 (P): 0.72, atom 5 (P): 0.47, atom 6 (H): 0.09, atom 7 (H): 0.08, atom 8 (H): 0.10, atom 9 (H): -0.06, atom 10 (H): 0.08



What largest force on an atom values result from the calculations? In sequence: 1.60 3.77 3.86 4.06 2.45 4.00 2.16 1.66 6.95 9.15 11.22 4.66 eV Å⁻¹.
What ΔE to the lowest compared entry with this formula, charge and spin values result from the calculations? In sequence: 67.0 247.7 0.0 261.3 265.8 524.4 83.2 261.0 384.5 280.8 848.1 273.6 kJ/mol.